Record 1
# CN3O3S

The ion CN3O3S with charge -1 (ωB97M-V with the def2-TZVPD basis set, the Open Molecules 2025 dataset).

XYZ file:
```
8
CN3O3S ωB97M-V with the def2-TZVPD basis set
C -2.47 -0.25 -0.09
N -3.03 -0.61 -0.99
N 0.97 -0.96 -0.30
N 1.93 -0.18 -0.17
O 1.61 1.05 0.45
O 3.04 -0.30 -0.57
O -1.88 0.20 0.93
S -0.18 1.05 0.73
```

Summary:
LUMO energy (spin up / spin down) = 1.89 / 1.89 eV
Energy relative to the best compared isomer or geometry (same formula, charge and spin) = 85.4 kcal per mole
Spin multiplicity = 1
M = 134.1 g/mol
Charge = -1



Record 2
# C3H9NO2

A cluster of 2 separate species, C3H9NO2 in total (ωB97M-V with the def2-TZVPD basis set, the Open Molecules 2025 dataset).

XYZ file:
```
15
C3H9NO2 ωB97M-V with the def2-TZVPD basis set
C -1.25 -1.74 1.00
N -0.47 -0.54 1.32
C 0.24 0.21 0.45
C 0.51 -0.34 -0.91
O 0.69 1.32 0.90
H -1.64 -1.86 0.00
H -2.13 -1.74 1.64
H -0.49 -2.49 1.22
H -0.90 -0.16 2.14
H -0.21 -0.21 -1.69
H 1.43 0.07 -1.29
H 0.79 -1.41 -0.80
O 1.38 3.04 -1.65
H 0.42 3.00 -1.58
H 1.63 2.86 -0.73
```

Summary:
LUMO energy = 0.67 eV
Energy relative to the best compared isomer or geometry (same formula, charge and spin) = 25.6 kcal per mole
Spin multiplicity = 1
M = 91.1 g/mol
Charge = 0



Record 3
# C2H8N4O

A cluster of 2 separate species, C2H8N4O in total (ωB97M-V with the def2-TZVPD basis set, the Open Molecules 2025 dataset).

XYZ file:
```
15
C2H8N4O ωB97M-V with the def2-TZVPD basis set
C 0.08 -0.66 -1.68
C -0.76 0.13 1.51
N -0.61 -0.82 0.75
N 1.24 -0.14 -1.41
N -0.81 -1.28 -2.26
N 0.43 1.00 1.65
O 1.80 0.05 -0.26
H -1.45 0.12 2.36
H -1.35 -1.55 0.80
H 1.95 0.10 -2.24
H -0.69 -2.32 -2.34
H -1.76 -0.95 -2.40
H 0.15 2.01 1.56
H 1.07 0.55 0.93
H 0.71 1.05 2.66
```

Summary:
LUMO energy (spin up / spin down) = -9.77 / -9.77 eV
Energy relative to the best compared isomer or geometry (same formula, charge and spin) = 97.2 kcal per mole
Spin multiplicity = 1
M = 104.1 g/mol
Charge = +2